{
  "formula": "C22H16N3O6PtS",
  "method": "wB97M-V/def2-TZVPD",
  "lumo_energy_ev": [-3.42, -5.24],
  "mol_weight_g_mol": 645.5,
  "multiplicity": 3,
  "charge": 1,
  "e_homo_ev": [-10.49, -11.21],
  "symbols": ["Pt", "O", "C", "O", "C", "C", "C", "C", "C", "N", "C", "O", "O", "H", "H", "H", "H", "H", "O", "S", "O", "N", "C", "C", "C", "C", "C", "C", "C", "C", "N", "C", "C", "C", "C", "C", "C", "C", "H", "H", "H", "H", "H", "H", "H", "H", "H", "H", "H"],
  "positions_angstrom": [[-0.981553, -0.000847, -0.281441], [-1.122853, 3.915253, -0.393241], [-1.534853, 2.791253, 0.135959], [-0.825053, 2.011353, 0.763859], [-2.940753, 2.411253, -0.127241], [-3.995953, 3.306853, -0.265841], [-5.259053, 2.809753, -0.526141], [-5.430853, 1.432353, -0.631741], [-4.315353, 0.613753, -0.510341], [-3.091653, 1.087553, -0.270141], [-4.327153, -0.865547, -0.740641], [-5.468253, -1.524047, -0.607541], [-3.302053, -1.423647, -1.040641], [-0.150553, 3.878053, -0.513441], [-3.801453, 4.363453, -0.182441], [-6.098453, 3.474953, -0.646541], [-6.406653, 1.024453, -0.851941], [-6.211753, -0.982247, -0.308141], [2.814747, 1.131653, -2.029641], [1.871747, 1.334753, -0.974141], [0.851347, 2.326653, -1.201141], [1.023447, -0.089147, -0.664841], [1.639747, -1.281847, -0.603141], [3.021747, -1.486447, -0.674941], [3.542547, -2.777047, -0.721941], [2.728147, -3.886647, -0.707441], [1.329847, -3.734747, -0.594441], [0.432747, -4.822347, -0.586341], [-0.907053, -4.580747, -0.422241], [-1.346653, -3.263347, -0.246141], [-0.537953, -2.224647, -0.294841], [0.783147, -2.431247, -0.489241], [2.763047, 1.641553, 0.552359], [2.198847, 1.313553, 1.771159], [2.949947, 1.475953, 2.924659], [4.242947, 1.968453, 2.851159], [4.791847, 2.309053, 1.624759], [4.050547, 2.141253, 0.464259], [3.683647, -0.638347, -0.725841], [4.610547, -2.910147, -0.795841], [3.139147, -4.883347, -0.777141], [0.811747, -5.826147, -0.701841], [-1.623353, -5.386847, -0.415941], [-2.393753, -3.064847, -0.085941], [1.184647, 0.944953, 1.817759], [2.529247, 1.209553, 3.881559], [4.821847, 2.088653, 3.754359], [5.798547, 2.692253, 1.572859], [4.457247, 2.385653, -0.504241]],
  "forces_ev_per_angstrom": [[0.4412, -0.5373, -0.0153], [-0.3270, 0.1777, -0.1123], [1.0462, -0.4575, 0.4565], [-0.5300, 1.0607, 0.0408], [-0.8137, -0.2778, -0.3480], [0.3629, -0.1176, -0.0011], [0.0156, -0.3373, 0.1150], [0.2936, 0.2111, 0.0331], [0.0592, 0.2370, -0.0605], [-0.0951, 0.3212, 0.1724], [0.6812, -0.0829, -0.1160], [-0.3401, -0.2956, -0.0288], [-0.9492, -0.0065, -0.0414], [-0.0731, -0.1384, 0.2483], [-0.0315, 0.1306, 0.0044], [-0.0857, 0.0807, -0.0127], [-0.0397, -0.0088, -0.0422], [0.2012, 0.0268, -0.0019], [0.1247, -0.1920, 0.1281], [0.1349, 0.5699, -0.0798], [0.4013, -0.1265, 0.0949], [-0.8023, 0.5743, 0.4196], [0.5882, -0.6336, -0.1569], [-0.1607, -0.0835, -0.0746], [0.0582, -0.2821, 0.0365], [0.1150, 0.2326, -0.0382], [-0.3324, 0.4070, 0.0823], [-0.2026, 0.2591, 0.0951], [0.3541, -0.0983, 0.0235], [-0.0624, -0.1898, 0.0132], [-0.1274, 0.4204, -0.3136], [0.2036, -0.4466, 0.0273], [-0.3130, -0.2692, -0.4535], [-0.2380, -0.0410, 0.1954], [-0.0820, -0.0176, -0.0529], [-0.0028, 0.0201, -0.0353], [-0.0940, 0.0025, -0.0620], [0.1475, 0.0534, -0.1522], [0.0962, -0.0141, -0.0451], [0.1014, 0.0366, 0.0126], [0.0747, -0.0369, -0.0176], [0.0416, -0.1174, -0.0164], [-0.0680, -0.0296, 0.0369], [0.0547, 0.0385, 0.0112], [-0.0321, -0.0700, 0.0469], [-0.0782, -0.0111, 0.0774], [0.0624, 0.0045, 0.0574], [0.0853, 0.0585, -0.0560], [0.1360, -0.0042, -0.0948]]
}

=====

{
  "formula": "C22H17Br2GdN3O6",
  "method": "wB97M-V/def2-TZVPD",
  "relative_energy_ev": 4.523,
  "lumo_energy_ev": [-3.93, -6.22],
  "mol_weight_g_mol": 736.5,
  "multiplicity": 8,
  "charge": 1,
  "e_homo_ev": [-8.80, -10.72],
  "symbols": ["Gd", "C", "O", "C", "C", "C", "Br", "C", "C", "C", "O", "C", "N", "C", "C", "C", "C", "C", "C", "N", "H", "H", "H", "H", "H", "H", "H", "H", "H", "H", "H", "C", "C", "C", "C", "C", "Br", "N", "C", "H", "H", "H", "H", "H", "H", "O", "C", "O", "C", "O", "O"],
  "positions_angstrom": [[-1.622166, 2.445012, -0.146145], [-4.896855, 1.027034, 0.661541], [-3.581608, 0.824617, 0.128534], [-3.314093, -0.437531, -0.296721], [-4.197173, -1.477108, -0.203628], [-3.811964, -2.741335, -0.666346], [-4.998647, -4.209276, -0.476081], [-2.521816, -2.996346, -1.141254], [-1.536231, -1.928831, -1.084304], [-2.001635, -0.611203, -0.892947], [-1.288506, 0.440042, -1.202487], [-0.133441, -2.317234, -1.016142], [1.005724, -1.645441, -1.283180], [2.153145, -2.396578, -0.925074], [3.490901, -2.025948, -0.778114], [4.373395, -3.008863, -0.242885], [3.863331, -4.230249, 0.217522], [2.520835, -4.611854, 0.027663], [1.657029, -3.653508, -0.514349], [0.262278, -3.572179, -0.657926], [-4.982135, 0.670624, 1.703892], [-5.622851, 0.519347, -0.020559], [-5.082839, 2.106714, 0.625290], [-5.133453, -1.325364, 0.301420], [-2.285877, -3.977967, -1.490650], [1.027706, -0.701340, -1.635592], [3.976516, -1.118466, -1.145500], [5.435641, -2.850490, -0.157688], [4.548851, -4.953892, 0.641549], [2.171493, -5.566567, 0.342968], [-0.406342, -4.283452, -0.347186], [4.666250, 2.727362, 0.585748], [3.238917, 2.276183, 0.919786], [3.003818, 0.990322, 1.390234], [1.680136, 0.623916, 1.694817], [0.664931, 1.561228, 1.529248], [-1.095773, 1.323345, 2.482677], [0.841117, 2.737662, 0.961612], [2.160132, 3.121794, 0.761365], [5.363300, 1.921235, 0.399099], [5.063297, 3.416886, 1.333795], [4.646309, 3.304196, -0.379110], [3.796199, 0.288571, 1.574522], [1.409905, -0.329010, 2.155782], [2.246564, 4.140741, 0.354258], [-1.960497, 6.415133, -1.757783], [-2.288949, 5.314587, -1.323994], [-1.590772, 4.181601, -1.540544], [-3.408660, 5.014608, -0.061828], [-3.956079, 5.911611, 0.575427], [-3.549355, 3.665663, 0.019247]],
  "forces_ev_per_angstrom": [[-1.8262, 2.9233, -1.9784], [-1.4534, 0.5562, -0.2894], [0.4492, -0.6200, -0.2982], [1.4004, 0.3648, -0.6218], [-0.9281, -0.7417, 0.4854], [-0.2276, -0.0458, 0.3641], [0.4651, 0.7289, -0.1822], [0.8691, 1.6363, 0.2862], [1.7539, -3.8090, -0.3621], [-1.0426, 2.5832, 0.3642], [-0.1753, -0.4761, 0.6677], [-1.7693, -0.0198, -0.3379], [1.1480, 0.9396, 0.0589], [-0.5563, 0.3366, 0.4350], [1.1885, -1.1457, -0.1430], [-1.6789, 0.0976, 0.0657], [-0.3720, -0.2295, -0.7931], [0.2263, 1.3212, -0.0727], [0.4535, 0.5277, 0.0007], [-0.2182, -1.4353, 0.4139], [0.1914, -0.0665, -0.5692], [0.4929, 0.5379, 0.7587], [0.2347, -0.3107, 0.0427], [-0.1150, -0.3480, -0.0700], [0.2290, -0.3540, -0.2074], [-0.1250, -0.0764, 0.0649], [-0.7285, -0.0382, 0.0693], [0.0562, 0.3306, -0.0275], [-0.0720, 0.0301, 0.0143], [-0.1989, -0.5475, 0.2123], [0.6323, 0.5616, -0.1215], [-0.8882, 1.1182, -1.1212], [1.3917, -0.0094, 0.0599], [-1.7820, -0.0441, 0.1117], [-0.2258, -0.3544, 0.7108], [0.6409, 0.0047, 0.4699], [1.2228, -0.2064, -0.4771], [1.0710, 0.1883, 0.6944], [-2.1326, 0.2752, -1.1171], [-0.0603, -0.3518, 0.3466], [-0.0185, -0.2175, 0.0615], [-0.0604, -0.4028, 0.8757], [0.2311, -0.1565, -0.0930], [0.3811, 0.2237, -0.2006], [0.1215, -0.6035, 0.1966], [-1.4421, -2.6205, 0.9278], [1.2551, 1.3306, 1.0757], [-0.0997, -0.4970, 0.6960], [-0.3334, 0.9762, -1.0254], [1.4268, -2.7272, -1.4759], [0.9978, 0.8626, 1.0542]]
}

=====

{
  "formula": "C22H17BrCdN10O6S2",
  "method": "wB97M-V/def2-TZVPD",
  "relative_energy_ev": 1.491,
  "lumo_energy_ev": 4.28,
  "mol_weight_g_mol": 773.9,
  "charge": -2,
  "e_homo_ev": -1.34,
  "symbols": ["Cd", "N", "C", "S", "N", "N", "C", "C", "C", "C", "C", "C", "C", "O", "H", "H", "H", "H", "H", "H", "H", "Br", "C", "C", "C", "C", "C", "N", "C", "O", "O", "H", "H", "H", "N", "N", "N", "C", "N", "N", "H", "H", "H", "O", "C", "N", "S", "O", "O", "C", "C", "C", "C", "C", "C", "H", "H", "H", "H"],
  "positions_angstrom": [[0.952239, -0.341502, 0.008364], [4.910439, 1.571698, -0.807236], [3.876239, 0.937198, -0.125236], [3.862439, -0.766402, -0.146036], [3.091139, 1.723998, 0.546964], [2.030639, 1.146498, 1.163064], [1.420639, 1.863298, 2.044164], [0.310139, 1.438498, 2.831664], [-0.268061, 2.375398, 3.696164], [-1.337761, 2.073998, 4.503764], [-1.862561, 0.782698, 4.468064], [-1.317761, -0.167902, 3.643664], [-0.223461, 0.106198, 2.775364], [0.249839, -0.834202, 2.047964], [5.224939, 1.036798, -1.606236], [4.653639, 2.524298, -1.040036], [1.816839, 2.869198, 2.242064], [0.149539, 3.377498, 3.714864], [-1.772661, 2.831798, 5.148064], [-2.721361, 0.536098, 5.085164], [-1.729561, -1.168002, 3.611964], [1.495539, -3.967102, 1.567264], [2.046639, -3.763802, -0.237936], [2.838039, -4.766502, -0.770436], [3.222139, -4.633402, -2.095036], [2.804739, -3.515002, -2.788836], [2.016439, -2.565902, -2.146936], [1.635939, -2.700802, -0.878936], [1.650639, -1.262802, -2.906336], [1.855139, -1.288002, -4.117736], [1.232839, -0.338802, -2.179136], [3.144439, -5.600702, -0.160036], [3.846839, -5.384002, -2.563436], [3.081539, -3.319002, -3.812736], [-2.170161, -4.885002, 1.580464], [-2.010261, -3.633702, 1.046764], [-2.679061, -2.586802, 1.469464], [-2.164061, -1.619802, 0.726664], [-1.242861, -2.088102, -0.123936], [-1.167061, -3.359502, 0.081464], [-3.043061, -5.308802, 1.279464], [-1.365261, -5.446002, 1.321464], [-2.446761, -0.593202, 0.818064], [-2.101961, 1.397998, 0.888164], [-1.625261, 1.667998, -0.213836], [-0.614061, 1.053498, -0.808236], [-0.242061, 1.682898, -2.276736], [-0.732961, 0.936498, -3.408436], [1.046539, 2.316498, -2.328236], [-1.499761, 3.001998, -2.197636], [-1.934061, 3.933198, -3.114836], [-3.122561, 4.608498, -2.869636], [-3.857861, 4.357698, -1.719436], [-3.399461, 3.443098, -0.783636], [-2.222061, 2.764698, -1.048536], [-1.359361, 4.122698, -4.006836], [-3.490161, 5.328898, -3.589436], [-4.800561, 4.869198, -1.562936], [-3.942261, 3.224198, 0.124064]],
  "forces_ev_per_angstrom": [[0.3076, -1.4136, -0.1724], [0.0274, 0.3847, -0.2115], [0.1355, -0.2943, 0.4487], [0.0969, -0.4458, -0.0115], [0.3861, 1.1956, -0.2647], [-0.0045, 0.6637, 0.7994], [1.0474, 0.1254, -0.4198], [-0.6544, -0.3571, 0.2771], [0.1650, -0.0294, -0.1696], [-0.2179, 0.3265, 0.2862], [-0.0524, -0.0385, -0.0340], [-0.0324, -0.0914, 0.0710], [-0.0149, 0.2127, 0.5888], [-0.1129, -0.2595, -0.0987], [-0.1166, 0.0236, 0.1721], [0.0315, -0.0610, -0.0262], [0.0021, -0.1603, -0.0710], [0.0377, 0.0238, -0.0248], [0.0285, -0.0372, -0.0257], [0.0230, -0.0495, 0.0201], [0.0136, -0.0595, -0.0311], [0.1429, 0.0246, 0.3332], [-0.0936, -0.3565, 0.0853], [0.0661, -0.0417, -0.0653], [-0.0728, 0.1238, 0.0928], [-0.0904, 0.0245, -0.0803], [0.1966, 0.1984, -0.4123], [-0.0301, -0.0717, 0.0454], [0.3432, -0.8195, 0.1526], [-0.0335, 0.1173, -0.2540], [0.0069, -0.0882, 0.0290], [0.0018, -0.0548, 0.0419], [0.0309, -0.0097, -0.0045], [-0.0300, -0.0021, -0.0623], [-0.0305, -0.5669, 0.5107], [-0.0615, 0.6789, -0.6193], [-0.2202, 0.1159, 0.5365], [-0.5008, -0.4388, 0.1713], [0.0662, 0.3188, -0.2480], [0.1973, -0.9586, -0.2682], [0.2221, 0.1525, -0.2336], [-0.0690, 0.1677, -0.0648], [0.0085, 0.3925, 0.0502], [-0.0244, -0.0109, -0.1225], [-1.0776, 0.5221, 0.4831], [0.7067, -0.1011, -0.8528], [-1.0007, 1.7190, -1.1795], [0.1059, -0.2308, 0.2068], [0.0005, -0.1272, 0.2115], [-0.1022, -0.7584, 0.7841], [0.2544, 0.0904, -0.2315], [0.1185, 0.0387, -0.0976], [-0.1306, 0.0162, 0.1599], [0.0603, -0.0825, 0.0324], [-0.0741, 0.2917, -0.0764], [0.0313, 0.0112, -0.2245], [0.0188, 0.0371, -0.0495], [0.0213, 0.0437, 0.0303], [-0.0547, -0.0241, 0.0870]]
}